This record from the Open Molecules 2025 dataset describes 3 unconnected molecules or ions with the total composition C36H66FN6O5 in a non-equilibrium geometry. The level of theory is the ωB97M-V functional and the def2-TZVPD basis.

```
114
Properties=species:S:1:pos:R:3:forces:R:3:lowdin_charge:R:1
C -4.739 -1.061 1.370 0.2 0.1 -0.1 -0.091
C -3.863 -1.637 0.209 0.1 -0.5 0.9 -0.214
C -2.486 -2.201 0.717 0.1 1.1 -0.3 -0.157
C -1.340 -1.912 -0.319 -0.4 -0.5 -0.5 -0.297
C -0.261 -3.041 -0.378 -0.4 0.0 1.1 -0.049
C -0.840 -0.446 -0.209 0.0 -0.5 -0.6 -0.130
C -0.346 0.101 -1.627 -0.9 0.4 1.0 -0.144
N 0.566 -0.770 -2.355 0.3 0.0 -0.2 0.054
C -0.033 -1.635 -3.355 1.4 -2.3 0.1 -0.466
C 0.669 -2.998 -3.582 0.9 1.1 -0.4 0.023
O -0.955 -1.368 -4.039 -1.7 1.2 -0.2 0.150
C 1.718 -0.133 -2.961 -1.1 0.7 -2.7 -0.440
C 1.606 0.508 -4.373 -0.2 -0.3 0.7 0.036
O 2.779 -0.096 -2.448 1.5 0.1 2.0 0.142
C 0.116 1.549 -1.355 -2.0 0.2 -0.8 -0.258
O 0.198 2.381 -2.479 0.5 -0.4 0.5 -0.069
C -0.956 3.259 -2.515 -0.1 1.1 -0.5 -0.145
C -1.017 4.088 -3.806 0.3 0.2 -0.5 -0.330
C -1.022 3.186 -5.085 -0.8 0.2 0.6 -0.040
C 0.040 5.230 -3.860 -0.5 -0.3 0.6 -0.174
C -0.337 6.377 -4.828 0.8 0.5 0.5 -0.404
C -1.670 7.103 -4.462 -0.3 -1.0 -0.3 -0.074
C 0.811 7.450 -4.764 -1.0 -0.7 -0.1 -0.076
N 1.340 1.615 -0.496 0.3 0.7 -0.6 0.195
C 1.477 0.423 0.374 0.6 -1.6 1.0 -0.113
C 2.567 0.776 1.417 0.3 -1.0 0.6 -0.367
O 2.448 1.731 2.092 -0.4 1.8 0.4 0.200
N 3.749 -0.067 1.608 -1.4 1.3 -1.0 0.200
C 4.648 0.009 0.537 -1.3 0.5 1.7 -0.595
O 5.184 -0.930 0.153 2.3 -2.9 -1.8 0.202
F 4.876 1.217 0.036 -0.6 0.7 0.3 0.158
C 0.113 -0.058 1.002 -0.5 0.8 0.4 -0.328
N -0.503 1.048 1.777 0.9 -0.2 -0.5 0.109
C 0.475 -1.179 2.034 0.8 -0.4 0.1 -0.098
C 0.704 -0.771 3.528 0.4 -0.6 0.2 -0.162
C -0.454 -1.156 4.496 0.6 0.0 0.4 -0.403
C -1.764 -0.358 4.310 0.0 0.0 1.0 -0.075
C -0.687 -2.703 4.559 -0.7 1.3 -0.7 -0.063
H -4.918 0.019 1.226 0.0 -0.5 0.1 0.072
H -5.716 -1.565 1.451 0.4 0.3 -0.1 0.062
H -4.231 -1.171 2.341 -0.3 -0.1 -0.3 0.043
H -3.682 -0.842 -0.537 -0.2 -0.5 0.1 0.095
H -4.403 -2.487 -0.242 0.2 0.6 -0.3 0.107
H -2.261 -1.664 1.655 0.0 -0.4 -0.2 0.071
H -2.543 -3.276 0.949 0.0 0.4 -0.1 0.122
H -1.874 -1.966 -1.295 0.4 0.2 0.4 0.130
H 0.775 -2.681 -0.480 -0.5 -0.2 -0.3 0.076
H -0.299 -3.607 0.573 0.1 0.2 -0.4 0.081
H -0.540 -3.759 -1.160 0.4 0.3 0.2 0.074
H -1.768 0.145 -0.065 0.5 -0.2 0.1 0.136
H -1.289 0.209 -2.205 0.5 0.1 0.1 0.167
H 0.836 -3.058 -4.672 -0.2 -0.1 0.4 0.097
H 0.033 -3.842 -3.291 0.2 0.4 0.1 0.086
H 1.671 -3.025 -3.121 -0.6 -0.2 0.1 0.090
H 2.271 -0.082 -5.024 -0.4 0.2 0.1 0.107
H 0.574 0.561 -4.742 0.4 -0.1 0.0 0.071
H 2.037 1.519 -4.295 -0.2 -0.4 0.0 0.095
H -0.691 1.990 -0.740 0.4 -0.5 0.1 0.148
H -0.843 3.973 -1.672 -0.4 -0.5 -0.2 0.138
H -1.896 2.678 -2.448 0.5 0.0 0.2 0.142
H -1.999 4.601 -3.789 0.3 -0.4 0.3 0.130
H -1.841 3.534 -5.738 0.5 -0.1 0.0 0.085
H -1.313 2.163 -4.778 0.4 0.3 -0.4 0.073
H -0.077 3.205 -5.645 -0.3 -0.2 0.3 0.085
H 0.125 5.685 -2.847 -0.1 -0.2 -0.4 0.123
H 1.034 4.790 -4.075 -0.4 0.3 -0.2 0.119
H -0.437 5.945 -5.839 0.2 0.3 0.3 0.128
H -2.065 6.761 -3.486 0.2 0.3 -0.3 0.074
H -2.425 6.823 -5.221 0.1 0.4 0.4 0.080
H -1.579 8.197 -4.430 0.1 -0.4 -0.1 0.076
H 0.714 8.082 -5.659 0.4 0.0 0.4 0.083
H 0.612 8.057 -3.862 0.3 -0.1 -0.4 0.080
H 1.794 6.966 -4.668 -0.2 0.4 -0.3 0.072
H 1.268 2.474 0.069 0.2 -0.3 0.1 0.190
H 2.179 1.760 -1.081 -0.2 -0.4 0.0 0.190
H 1.845 -0.456 -0.188 -0.2 0.8 -0.4 0.154
H 3.499 -1.032 1.808 0.3 0.0 -0.2 0.148
H -1.491 0.887 1.930 0.1 0.2 -0.1 0.088
H -0.308 1.961 1.386 -0.5 0.0 0.2 0.078
H 1.434 -1.630 1.687 -0.6 0.0 0.0 0.109
H -0.226 -2.027 2.052 0.1 0.5 -0.3 0.091
H 1.566 -1.383 3.876 -0.4 0.2 -0.2 0.114
H 1.046 0.266 3.672 -0.5 -0.3 -0.2 0.104
H -0.078 -0.890 5.505 -0.1 0.1 -0.5 0.131
H -1.562 0.706 4.102 -0.1 -0.5 -0.1 0.070
H -2.283 -0.357 5.289 0.0 -0.1 -0.5 0.090
H -2.479 -0.795 3.594 0.4 0.2 0.0 0.044
H -1.188 -2.928 5.511 0.3 -0.2 -0.4 0.085
H 0.249 -3.268 4.425 -0.4 0.1 0.2 0.081
H -1.406 -2.923 3.744 0.4 -0.5 0.4 0.054
C 7.590 -1.158 2.495 0.0 0.0 0.0 -0.114
C 8.650 -0.666 1.516 -0.3 0.1 0.1 -0.264
C 9.756 -1.696 1.270 0.0 0.2 0.4 -0.183
C 10.453 -2.009 2.534 -0.6 0.2 -1.5 -0.240
N 10.991 -2.249 3.508 0.5 -0.2 1.1 0.150
H 8.013 -1.349 3.482 0.0 0.0 0.0 0.075
H 6.808 -0.405 2.618 0.0 0.0 0.0 0.060
H 7.122 -2.078 2.136 0.0 0.0 0.0 0.076
H 9.087 0.259 1.899 0.1 0.0 -0.1 0.114
H 8.172 -0.425 0.563 0.1 0.0 0.0 0.101
H 10.482 -1.307 0.555 0.1 -0.1 0.0 0.116
H 9.337 -2.617 0.860 0.0 0.0 0.0 0.119
C -7.924 -4.250 4.969 0.0 0.0 0.0 -0.107
C -7.747 -3.937 3.487 -0.2 0.0 0.2 -0.265
C -6.529 -4.635 2.873 0.1 0.3 0.3 -0.182
C -5.291 -4.199 3.552 -1.2 -0.6 -0.9 -0.235
N -4.337 -3.862 4.075 1.0 0.5 0.5 0.159
H -7.077 -3.896 5.559 0.0 0.0 0.0 0.072
H -8.817 -3.757 5.356 0.0 0.0 0.0 0.075
H -8.032 -5.324 5.133 0.0 0.0 0.0 0.080
H -7.655 -2.855 3.360 0.0 0.0 -0.1 0.106
H -8.643 -4.249 2.947 0.1 0.0 -0.1 0.110
H -6.451 -4.393 1.812 0.1 0.0 0.0 0.109
H -6.620 -5.718 2.967 0.1 0.0 0.0 0.122
```
Forces are in eV/Å.

Net charge ... +1
Molar mass ... 681.959 g mol⁻¹
Lowest unoccupied orbital energy ... -2.787 eV